Molecular formula: C2H12N2O2
Method: DFT, ωB97M-V/def2-TZVPD

```
18
Properties=species:S:1:pos:R:3:forces:R:3:mulliken_spin:R:1
C -0.35431 -0.18282 1.25166 -0.428 -0.540 1.317 -0.004
H 0.62843 1.53043 0.19282 0.181 -0.313 -0.109 0.001
H -0.77307 -0.72865 -1.27342 -0.461 0.072 -0.730 0.001
H -2.21284 0.92018 -0.31164 0.256 0.204 0.098 -0.002
H 0.95947 -1.64194 0.78726 1.104 -0.197 0.596 -0.018
H -0.61527 1.96761 1.30157 -0.112 -0.156 0.053 -0.004
H -1.20895 -1.92951 -2.19251 0.071 0.172 0.035 0.000
H 1.45041 -0.63349 -1.42226 -0.084 0.163 -0.456 -0.003
H 2.48943 0.36910 -0.76888 -0.158 -0.212 -0.536 -0.004
H 1.68311 -0.34475 1.83459 0.340 -0.559 0.051 -0.023
H -1.32951 2.08453 -1.02801 0.160 0.008 -0.238 0.007
O 2.35544 -0.52968 -1.10505 0.071 -0.036 0.963 0.045
O -0.46075 -1.51866 -1.74448 0.436 0.026 0.648 0.000
N 0.89703 -0.87804 1.47203 -1.801 1.347 -1.722 0.831
N -1.26321 1.17711 -0.58552 -0.201 -0.525 0.276 0.018
C -0.35375 1.22290 0.54399 -0.040 0.427 0.005 0.092
H -1.04493 -0.91416 0.83907 0.156 0.160 -0.677 -0.003
H -0.84675 0.02985 2.20878 0.511 -0.042 0.426 0.065
```
Forces are in eV/Å.

Summary:
net charge	+1
E_tot	-343.04558	hartree
LUMO level (alpha / beta)	-3.36 / -8.46	eV
gap between HOMO and LUMO (alpha / beta)	0.4151 / 0.2248	Eh
multiplicity	2
<S²>	0.755

***

Molecular formula: C32H24N2O3PRh
Method: DFT, ωB97M-V/def2-TZVPD

```
63
Properties=species:S:1:pos:R:3:forces:R:3:mulliken_charge:R:1
C 0.40900 5.48248 1.28930 -0.018 0.005 -0.005 -0.697
C -0.41093 4.35190 1.25937 -0.019 0.114 -0.050 0.383
C -0.71656 -3.92004 0.12518 0.097 -0.187 0.352 -0.772
H -4.13200 1.12911 1.84241 -0.070 0.000 -0.106 0.378
H 1.95658 1.99487 1.79340 0.014 0.016 -0.012 0.551
C 3.89792 -0.12465 -0.78188 0.084 -0.087 0.052 -0.353
C 1.76759 5.35706 1.49089 0.044 0.003 0.002 -0.321
C 0.91039 2.49330 -2.86065 -0.010 -0.033 0.012 -0.874
H -5.84631 -0.45337 2.44159 0.001 -0.005 -0.010 0.354
C 5.58768 -0.40967 0.90916 -0.010 0.004 0.016 -0.508
C 1.35122 1.62721 -1.87038 -0.042 0.035 -0.016 -0.315
H -2.15695 3.66313 1.02374 -0.059 -0.001 -0.006 0.505
H 2.01187 1.99962 -1.09614 -0.016 0.002 0.027 0.458
C 0.04417 2.03543 -3.84336 0.001 0.009 0.011 -0.549
C -4.27224 -3.17150 0.20214 -0.149 -0.078 0.044 -0.186
C -4.20340 -0.96838 1.16917 0.233 0.452 0.239 0.347
H 5.97455 0.29556 -1.08053 -0.009 -0.001 0.016 0.428
H 6.62366 -0.34035 1.21585 -0.018 -0.004 -0.002 0.414
O -1.72397 4.54659 1.05539 0.069 -0.037 -0.001 -0.668
H -6.96440 -2.65404 2.21503 -0.008 0.005 -0.014 0.400
H -0.31805 -1.17193 -2.81801 -0.047 0.005 0.049 0.326
H -1.06250 0.35538 -4.59488 0.001 0.011 0.015 0.419
C 4.62654 -0.85446 1.80845 0.001 -0.007 -0.024 -0.732
C 1.54083 2.98376 1.64636 0.060 -0.028 0.011 -0.550
H 3.61772 0.15602 -1.78776 0.000 0.021 -0.002 0.436
C 0.80859 -4.58014 -1.68220 -0.112 0.080 0.043 -0.805
H 2.14855 -3.03537 -2.40671 0.013 -0.011 0.038 0.468
C 0.16471 3.08363 1.42907 -0.093 -0.118 0.161 0.478
H -5.94086 -4.37674 0.74973 0.005 0.003 -0.006 0.370
H 4.90978 -1.13271 2.81518 -0.006 0.005 -0.015 0.418
O -2.48054 -1.74127 -0.32265 -0.562 -0.535 -0.118 -0.763
C 2.34857 4.10251 1.67683 -0.064 0.016 -0.017 -0.833
O -0.01564 0.71033 1.52382 0.473 0.396 -0.315 -0.975
C 1.37417 -3.31604 -1.70327 -0.313 -0.614 0.281 -0.476
C -0.21547 -4.86454 -0.76340 0.081 0.011 0.090 -0.667
C -5.45619 -3.41502 0.86963 0.054 -0.054 -0.089 -0.487
H 1.23029 3.52761 -2.85091 0.011 -0.025 -0.009 0.438
H 2.38600 6.24651 1.50369 -0.011 -0.012 0.015 0.382
H 2.54471 -1.27587 2.11712 -0.024 0.034 -0.018 0.436
C -5.41162 -1.22960 1.82097 -0.113 -0.083 0.042 -0.801
H 3.41306 4.00730 1.84441 -0.011 -0.005 -0.001 0.434
N -1.91541 1.92624 1.12092 -0.233 -0.909 -0.057 -0.956
C -3.58062 0.33338 1.34360 -0.348 -0.228 -0.194 -0.182
C 3.29960 -0.93504 1.41862 0.008 -0.010 -0.015 -0.401
H 1.13791 -5.34550 -2.37340 -0.024 -0.013 0.013 0.421
C 0.03845 -0.14962 -2.83425 0.088 -0.103 -0.108 -0.783
C -0.38410 0.71426 -3.83165 0.016 -0.006 -0.003 -0.742
H -3.82482 -3.91245 -0.44777 -0.022 -0.007 0.009 0.494
H -0.05506 6.45018 1.14846 0.011 -0.018 0.001 0.454
C -3.60061 -1.94717 0.35151 0.474 0.187 -0.403 0.184
C -6.04049 -2.44962 1.69257 0.067 0.086 -0.006 -0.674
C 5.22460 -0.04873 -0.37998 -0.015 -0.023 -0.052 -0.722
P 1.23268 -0.73634 -0.40349 -1.978 -0.639 -1.405 2.206
C 0.92192 0.29872 -1.85470 0.361 0.411 0.190 0.619
Rh -0.91760 -0.76728 0.46558 0.786 0.130 1.657 -0.053
H -1.52851 -4.18295 0.79207 -0.060 0.013 -0.085 0.567
C -0.63937 1.84660 1.34534 0.267 0.008 0.408 1.110
C 0.86935 -2.42756 -0.76348 1.264 0.204 -0.595 0.063
H -0.30698 2.71114 -4.61291 0.009 -0.012 0.007 0.393
C 2.93907 -0.57911 0.11938 -0.190 0.474 0.666 0.646
C -0.14338 -2.64874 0.14605 -0.067 0.205 -0.707 0.350
H -0.64747 -5.85865 -0.75790 0.001 0.007 -0.028 0.417
N -2.39969 0.59457 0.94026 0.131 0.945 0.027 0.101
```
Forces are in eV/Å.

Summary:
net charge	0
E_tot	-2020.89967	hartree
LUMO level	-0.75	eV
gap between HOMO and LUMO	0.2558	Eh

***

Molecular formula: C3H2F3LaNO5S2
Method: DFT, ωB97M-V/def2-TZVPD

```
17
Properties=species:S:1:pos:R:3:forces:R:3:mulliken_charge:R:1
S -0.00552 -1.91726 0.55543 -1.167 -1.725 1.740 0.617
C 3.01501 2.42365 1.25524 -0.799 1.669 0.657 0.882
O -0.25312 0.55751 -1.17680 2.628 -0.105 -0.432 -0.709
O -2.32230 1.42012 -0.05720 1.468 -1.656 -0.630 -0.572
H 3.63768 0.55994 1.72802 -0.319 0.063 0.102 0.474
N -1.24984 -0.69425 0.78127 0.910 -0.677 -1.442 -0.412
O -0.51902 -3.13889 -0.12717 0.931 2.641 0.227 -0.570
O 3.13135 3.55324 1.13939 0.202 -1.363 -0.175 -0.140
F -3.49311 -1.24087 -1.30838 0.203 0.087 -0.022 -0.199
F -1.73204 -1.26051 -2.57345 0.364 -0.411 -0.156 -0.206
O 0.39484 -2.20827 1.96397 0.248 1.180 -2.191 -0.586
C -2.51932 -0.50784 -1.82195 -0.516 -0.111 0.159 0.655
S -1.53989 0.24693 -0.42541 -1.735 1.152 1.978 1.105
H 1.71387 0.86235 2.11218 2.763 0.851 -1.870 0.425
C 2.73631 1.11089 1.41918 -1.928 -1.327 1.216 -1.420
F -3.03517 0.44349 -2.58344 0.119 0.114 0.148 -0.192
La 2.04028 -0.21024 -0.88085 -3.372 -0.384 0.692 1.847
```
Forces are in eV/Å.

Summary:
net charge	+1
E_tot	-1673.63902	hartree
LUMO level	-6.18	eV
gap between HOMO and LUMO	0.2253	Eh

***

Molecular formula: C2H7NS2
Method: DFT, ωB97M-V/def2-TZVPD

```
12
Properties=species:S:1:pos:R:3:forces:R:3:mulliken_charge:R:1
H -0.49749 -0.37150 2.10363 -0.068 -0.086 -0.059 0.296
H -1.28877 2.29290 0.20838 -0.151 -0.012 0.040 0.120
C -0.58158 -0.57415 1.03281 -0.652 -0.429 0.407 -0.747
H 3.55095 -0.93573 -0.68151 0.162 0.323 0.096 0.093
H -0.38114 -1.64422 0.89343 -0.014 0.053 0.020 0.275
N 0.39062 0.17348 0.34645 2.334 -0.756 0.096 -0.176
H -0.81134 0.23694 -1.40914 0.231 -0.112 0.096 0.361
H 0.93904 0.66746 -1.56376 -0.093 -0.007 0.021 0.314
H -1.60818 -0.40100 0.67571 0.119 0.019 -0.024 0.344
S -0.24816 2.47499 -0.60802 0.121 -0.353 -0.035 -0.142
S 2.52407 -1.77953 -0.67247 -1.386 0.516 0.445 -0.366
C 0.07360 0.64893 -0.90597 -0.604 0.844 -1.103 -0.371
```
Forces are in eV/Å.

Summary:
net charge	0
E_tot	-931.35867	hartree
LUMO level (alpha / beta)	-2.90 / -2.90	eV
gap between HOMO and LUMO (alpha / beta)	0.1936 / 0.1937	Eh

***

Molecular formula: C2H7NO
Method: DFT, ωB97M-V/def2-TZVPD

```
11
Properties=species:S:1:pos:R:3:forces:R:3:mulliken_charge:R:1
H 1.02079 1.66502 -0.77573 -0.157 0.279 0.238 0.230
H 0.59555 -1.08264 1.07091 -0.381 -0.306 0.305 0.302
O -1.45260 -0.88122 1.16101 -0.158 0.365 0.123 -0.487
H 1.85634 0.30025 -0.45768 0.454 0.512 -0.385 0.241
N 1.13391 0.70601 -1.05242 0.032 -1.636 0.497 -0.615
C -0.19479 -0.37150 0.81213 1.349 0.305 -0.911 -0.494
H 0.12625 0.56492 1.30282 -0.649 -0.093 0.258 0.292
H -0.01943 -1.05999 -1.24040 -0.141 0.125 -0.116 0.244
C -0.04998 -0.11491 -0.69860 -0.326 1.269 0.063 -0.398
H -0.91256 0.49500 -0.99869 -0.133 -0.482 -0.238 0.369
H -2.10346 -0.22095 0.87665 0.109 -0.337 0.166 0.317
```
Forces are in eV/Å.

Summary:
net charge	0
E_tot	-210.37104	hartree
LUMO level	0.92	eV
gap between HOMO and LUMO	0.3834	Eh

***

Molecular formula: CH4N3O3
Method: DFT, ωB97M-V/def2-TZVPD

```
11
Properties=species:S:1:pos:R:3:forces:R:3:mulliken_spin:R:1
O -2.83876 -0.29762 -0.08362 -5.129 -4.672 -2.519 0.228
C 0.49402 0.26022 0.25049 2.747 -0.749 -1.253 0.970
N 1.62051 0.84388 0.64557 -1.997 -0.449 0.066 -0.024
H 2.50858 0.40562 0.48613 0.512 -0.244 -0.398 0.041
O -0.47392 -1.22842 -1.29526 -0.312 -1.386 2.235 0.012
O -2.14968 0.88532 1.65581 -0.886 1.855 7.130 0.232
N 0.61000 -0.71625 -0.62587 -0.195 1.535 -1.007 -0.047
H 1.60928 -0.78280 -0.95632 -1.503 -0.847 -0.305 0.036
H -0.63292 -1.09896 -2.23338 1.198 1.063 -0.648 -0.002
N -2.35571 0.36826 0.67808 5.716 2.806 -4.617 0.555
H 1.60861 1.36074 1.47838 -0.151 1.088 1.317 -0.001
```
Forces are in eV/Å.

Summary:
net charge	+1
E_tot	-429.88388	hartree
LUMO level (alpha / beta)	-4.88 / -8.26	eV
gap between HOMO and LUMO (alpha / beta)	0.2359 / 0.2889	Eh
multiplicity	3
<S²>	2.008

***

Molecular formula: C26H18FN8O2Ti
Method: DFT, ωB97M-V/def2-TZVPD

```
56
Properties=species:S:1:pos:R:3:forces:R:3:mulliken_spin:R:1
H -3.12891 0.62560 -1.47142 -0.001 -0.010 0.001 0.007
C 3.38967 -1.54258 -1.60692 -0.053 0.015 0.005 -0.006
H 4.45451 -1.50007 -1.43010 0.002 -0.001 0.007 0.000
N 1.21597 -0.65587 -1.13806 -0.245 -0.020 0.210 0.115
C 2.31572 3.55312 2.98340 -0.016 0.016 0.008 -0.001
N -1.42920 1.42930 1.39201 -0.413 0.078 0.344 -0.012
C -3.32579 -0.93678 -2.93087 -0.031 -0.111 -0.122 0.089
C 0.70212 -1.49294 -2.10738 -0.035 -0.144 -0.012 0.146
C 0.99289 3.73989 2.59533 0.051 0.019 -0.043 0.001
O 2.60048 -4.67145 -4.18247 -0.014 0.034 0.000 0.002
C 0.28310 2.61387 1.99999 0.025 0.102 0.060 0.001
C -2.63093 -0.17484 -2.00845 0.061 0.095 0.076 -0.021
C -2.43831 -3.25214 1.05543 0.134 -0.001 -0.060 0.000
H -3.16553 -2.58724 -4.31604 -0.014 0.009 0.002 0.000
C 2.86057 -2.48147 -2.50514 -0.022 -0.040 -0.019 0.191
N 1.02452 1.48043 1.60203 -0.022 0.035 0.160 -0.004
C -1.31210 -2.16883 -3.32960 0.071 0.048 -0.103 0.034
C -1.38758 -2.39692 0.74738 -0.076 -0.038 -0.003 0.036
N -1.00124 2.63570 1.90321 -0.095 -0.063 0.021 0.005
C 1.49546 -2.47011 -2.77436 0.081 0.047 -0.012 -0.043
C -3.63397 -1.36118 1.90081 -0.079 -0.211 -0.049 -0.002
H 0.63779 6.95509 3.58458 -0.008 -0.006 -0.005 0.000
C 2.42376 5.78498 3.81068 0.016 -0.006 0.003 0.000
H -0.48357 -2.76639 0.27760 0.003 -0.004 -0.001 -0.005
Ti -0.18072 0.50575 -0.05605 0.579 0.401 -1.215 1.151
H -4.50658 -0.91586 2.35852 0.007 0.013 0.005 0.000
H -2.35124 -4.30814 0.84359 0.006 0.004 -0.002 0.000
F -0.03297 2.11964 -0.89886 -0.057 -0.426 0.236 0.004
H 2.97617 6.58545 4.28358 0.006 -0.007 0.000 0.000
H 3.84669 2.12973 3.00835 0.004 0.015 0.003 0.000
H -1.01279 -3.86284 -4.66019 0.003 0.008 -0.005 0.002
C -2.54783 -0.57995 1.56738 0.135 0.181 0.128 0.028
N -1.42905 -1.09190 1.00359 -0.131 -0.054 -0.115 -0.011
C 2.55777 -0.67927 -0.95675 0.097 0.021 0.085 0.104
C -2.44194 0.85078 1.90448 0.002 -0.130 -0.174 0.021
C 2.25256 1.38011 2.01557 0.005 0.039 -0.048 0.006
H 2.81386 0.48523 1.77632 0.005 -0.003 0.017 -0.008
H 2.95592 0.05863 -0.27281 0.005 0.002 -0.005 0.015
C 0.38873 4.97817 2.81624 -0.033 0.005 -0.004 0.000
H -3.11125 1.33184 2.61133 0.100 -0.002 0.109 0.002
O 0.74697 -5.11276 -5.16609 0.041 0.059 0.003 0.013
C 3.03847 4.56788 3.59774 0.031 0.002 0.012 0.000
N 1.42737 -4.45379 -4.40730 0.027 -0.161 -0.013 -0.001
H -4.36773 -0.72727 -3.12272 0.003 -0.007 -0.001 0.005
C -3.57679 -2.72614 1.63438 -0.098 0.131 0.062 0.012
N 2.89557 2.30433 2.72444 -0.002 -0.022 -0.029 0.000
C 0.77041 -3.33418 -3.69589 0.119 0.031 0.019 0.015
H 3.51414 -3.18285 -2.98820 -0.013 -0.023 -0.027 0.005
N -1.34229 -0.35258 -1.72231 0.149 0.062 0.373 0.060
H -4.41268 -3.36555 1.88400 0.000 0.004 -0.003 0.001
H 4.06673 4.40424 3.89562 -0.004 0.004 -0.001 0.000
H -0.63788 5.11648 2.50738 0.003 0.006 0.004 0.000
C -0.66383 -1.32884 -2.39822 0.009 -0.134 0.073 0.094
C -0.54106 -3.18885 -3.95963 -0.190 0.022 -0.026 -0.049
C 1.10170 5.99330 3.41653 -0.013 0.016 0.000 0.000
C -2.65586 -1.95995 -3.59564 -0.118 0.098 0.070 0.002
```
Forces are in eV/Å.

Summary:
net charge	+1
E_tot	-2539.31512	hartree
LUMO level (alpha / beta)	-3.94 / -3.86	eV
gap between HOMO and LUMO (alpha / beta)	0.1494 / 0.2830	Eh
multiplicity	3
<S²>	2.025

***

Molecular formula: CH3IO2S
Method: DFT, ωB97M-V/def2-TZVPD

```
8
Properties=species:S:1:pos:R:3:forces:R:3:mulliken_charge:R:1
H 1.02781 0.12591 -1.56667 0.668 -1.072 0.611 0.221
S 1.47851 0.35915 -0.26111 -0.390 -0.897 -0.963 0.327
O 1.46066 1.79707 -0.37751 0.250 1.934 0.698 -0.463
H -1.79413 0.11207 1.60494 1.397 -0.619 -0.891 0.189
I 3.84201 -0.51945 -0.36918 -0.323 0.072 -0.290 -0.105
C -1.88351 -0.47824 0.63134 -2.287 0.731 0.038 0.033
H -3.05163 -0.59706 0.55216 1.721 -0.530 -0.647 0.196
O -1.07973 -0.79945 -0.21397 -1.037 0.383 1.445 -0.398
```
Forces are in eV/Å.

Summary:
net charge	0
E_tot	-886.17231	hartree
LUMO level	-0.74	eV
gap between HOMO and LUMO	0.3156	Eh

***

- Which of these has the lowest E_tot?
  C26H18FN8O2Ti

***

Repeat the fourth record exactly.
Molecular formula: C2H7NS2
Method: DFT, ωB97M-V/def2-TZVPD

```
12
Properties=species:S:1:pos:R:3:forces:R:3:mulliken_charge:R:1
H -0.49749 -0.37150 2.10363 -0.068 -0.086 -0.059 0.296
H -1.28877 2.29290 0.20838 -0.151 -0.012 0.040 0.120
C -0.58158 -0.57415 1.03281 -0.652 -0.429 0.407 -0.747
H 3.55095 -0.93573 -0.68151 0.162 0.323 0.096 0.093
H -0.38114 -1.64422 0.89343 -0.014 0.053 0.020 0.275
N 0.39062 0.17348 0.34645 2.334 -0.756 0.096 -0.176
H -0.81134 0.23694 -1.40914 0.231 -0.112 0.096 0.361
H 0.93904 0.66746 -1.56376 -0.093 -0.007 0.021 0.314
H -1.60818 -0.40100 0.67571 0.119 0.019 -0.024 0.344
S -0.24816 2.47499 -0.60802 0.121 -0.353 -0.035 -0.142
S 2.52407 -1.77953 -0.67247 -1.386 0.516 0.445 -0.366
C 0.07360 0.64893 -0.90597 -0.604 0.844 -1.103 -0.371
```
Forces are in eV/Å.

Summary:
net charge	0
E_tot	-931.35867	hartree
LUMO level (alpha / beta)	-2.90 / -2.90	eV
gap between HOMO and LUMO (alpha / beta)	0.1936 / 0.1937	Eh

***

Copy entry 1 word for word.
Molecular formula: C2H12N2O2
Method: DFT, ωB97M-V/def2-TZVPD

```
18
Properties=species:S:1:pos:R:3:forces:R:3:mulliken_spin:R:1
C -0.35431 -0.18282 1.25166 -0.428 -0.540 1.317 -0.004
H 0.62843 1.53043 0.19282 0.181 -0.313 -0.109 0.001
H -0.77307 -0.72865 -1.27342 -0.461 0.072 -0.730 0.001
H -2.21284 0.92018 -0.31164 0.256 0.204 0.098 -0.002
H 0.95947 -1.64194 0.78726 1.104 -0.197 0.596 -0.018
H -0.61527 1.96761 1.30157 -0.112 -0.156 0.053 -0.004
H -1.20895 -1.92951 -2.19251 0.071 0.172 0.035 0.000
H 1.45041 -0.63349 -1.42226 -0.084 0.163 -0.456 -0.003
H 2.48943 0.36910 -0.76888 -0.158 -0.212 -0.536 -0.004
H 1.68311 -0.34475 1.83459 0.340 -0.559 0.051 -0.023
H -1.32951 2.08453 -1.02801 0.160 0.008 -0.238 0.007
O 2.35544 -0.52968 -1.10505 0.071 -0.036 0.963 0.045
O -0.46075 -1.51866 -1.74448 0.436 0.026 0.648 0.000
N 0.89703 -0.87804 1.47203 -1.801 1.347 -1.722 0.831
N -1.26321 1.17711 -0.58552 -0.201 -0.525 0.276 0.018
C -0.35375 1.22290 0.54399 -0.040 0.427 0.005 0.092
H -1.04493 -0.91416 0.83907 0.156 0.160 -0.677 -0.003
H -0.84675 0.02985 2.20878 0.511 -0.042 0.426 0.065
```
Forces are in eV/Å.

Summary:
net charge	+1
E_tot	-343.04558	hartree
LUMO level (alpha / beta)	-3.36 / -8.46	eV
gap between HOMO and LUMO (alpha / beta)	0.4151 / 0.2248	Eh
multiplicity	2
<S²>	0.755